Entry from the OMol25 dataset: a structure of composition C59H89N6O3S3Ti at a distorted geometry (the ωB97M-V functional and the def2-TZVPD basis).

Geometry as ORCA input:
```
! wB97M-V def2-TZVPD RIJCOSX def2/J DEFGRID3
* xyz 0 2
Ti -0.846 -0.229 -0.171
C -1.872 4.258 0.978
N -0.572 3.654 0.767
C 0.397 4.661 0.387
C -0.195 2.895 1.945
C 1.087 2.075 1.822
N 1.038 0.918 0.899
C 1.299 -0.334 1.648
C 0.428 -0.385 2.874
C 1.000 -0.332 4.135
C 0.233 -0.154 5.271
C -1.150 -0.103 5.100
C -1.774 -0.171 3.867
C -0.968 -0.292 2.704
O -1.465 -0.266 1.487
C -3.283 0.003 3.723
C -4.024 0.138 5.056
C -3.533 1.297 2.935
C -3.867 -1.212 2.991
C 0.849 0.059 6.646
C 2.380 0.148 6.612
C 0.455 -1.109 7.557
C 0.325 1.380 7.231
C 2.060 1.157 -0.134
C 2.540 0.017 -0.997
C 3.900 0.012 -1.273
C 4.459 -0.928 -2.114
C 3.599 -1.906 -2.599
C 2.233 -1.951 -2.361
C 1.652 -0.922 -1.566
O 0.368 -0.762 -1.331
C 1.480 -3.172 -2.891
C 1.545 -4.248 -1.798
C 2.127 -3.765 -4.154
C 0.020 -2.873 -3.217
C 5.925 -0.938 -2.515
C 6.712 0.250 -1.953
C 6.579 -2.226 -1.998
C 6.010 -0.870 -4.046
H -2.164 4.808 0.086
H -1.878 4.945 1.842
H -2.607 3.473 1.146
H 0.635 5.362 1.207
H -0.004 5.229 -0.450
H 1.320 4.190 0.053
H -1.020 2.219 2.169
H -0.060 3.568 2.819
H 1.323 1.711 2.827
H 1.893 2.754 1.529
H 2.363 -0.400 1.933
H 1.061 -1.178 0.984
H 2.075 -0.397 4.201
H -1.767 0.022 5.973
H -3.723 1.039 5.586
H -3.861 -0.728 5.692
H -5.090 0.209 4.851
H -3.150 2.148 3.498
H -4.596 1.450 2.759
H -3.038 1.261 1.968
H -3.829 -2.078 3.650
H -3.297 -1.435 2.091
H -4.906 -1.038 2.716
H 2.824 -0.781 6.263
H 2.750 0.335 7.620
H 2.718 0.966 5.979
H 0.830 -2.041 7.137
H -0.627 -1.178 7.640
H 0.874 -0.979 8.554
H 0.501 2.199 6.536
H 0.837 1.605 8.165
H -0.741 1.327 7.435
H 2.969 1.547 0.360
H 1.673 1.961 -0.779
H 4.516 0.771 -0.811
H 4.031 -2.684 -3.203
H 2.582 -4.450 -1.531
H 1.086 -5.173 -2.145
H 1.009 -3.909 -0.916
H 3.078 -4.249 -3.942
H 2.279 -3.009 -4.921
H 1.467 -4.527 -4.561
H -0.524 -2.620 -2.313
H -0.458 -3.749 -3.653
H -0.074 -2.050 -3.923
H 6.751 0.219 -0.867
H 6.278 1.195 -2.273
H 7.735 0.209 -2.325
H 6.483 -2.277 -0.914
H 7.638 -2.249 -2.251
H 6.105 -3.107 -2.423
H 5.462 -0.002 -4.406
H 5.585 -1.756 -4.508
H 7.044 -0.776 -4.370
C -6.054 1.927 -0.712
C -5.438 0.825 -0.112
C -4.080 0.657 -0.199
C -3.259 1.564 -0.904
C -1.845 1.357 -1.002
C -1.151 2.308 -1.739
C -1.764 3.400 -2.359
C -3.117 3.596 -2.250
C -3.898 2.680 -1.521
C -5.295 2.840 -1.396
H -7.125 2.050 -0.632
H -6.036 0.096 0.414
H -3.607 -0.208 0.254
H -0.070 2.241 -1.817
H -1.163 4.104 -2.920
H -3.587 4.452 -2.716
H -5.764 3.700 -1.855
C 2.159 6.560 -5.018
C 1.775 5.143 -4.714
C 0.633 4.568 -5.261
C 0.298 3.256 -4.977
C 1.109 2.515 -4.141
C 2.244 3.072 -3.571
C 2.571 4.380 -3.863
S 0.690 0.794 -3.769
C 1.993 0.167 -4.916
O -0.569 0.549 -4.503
H 1.457 7.015 -5.713
H 3.156 6.596 -5.457
H 2.174 7.143 -4.098
H 0.000 5.157 -5.909
H -0.588 2.788 -5.386
H 2.858 2.474 -2.912
H 3.455 4.821 -3.427
H 1.805 0.549 -5.913
H 1.931 -0.914 -4.902
H 2.957 0.487 -4.541
C -3.774 0.847 -4.680
N -3.094 0.026 -3.709
C -3.683 -0.743 -2.808
N -5.041 -0.831 -2.801
S -2.803 -1.714 -1.754
H -3.083 1.020 -5.502
H -4.061 1.814 -4.253
H -4.665 0.343 -5.057
H -2.070 0.087 -3.734
H -5.579 -0.011 -3.041
H -5.407 -1.388 -2.045
C -2.369 -4.768 3.614
N -2.200 -4.601 2.185
C -3.416 -4.353 1.440
C -0.998 -4.191 1.677
S -0.878 -3.063 0.450
N 0.102 -4.809 2.243
C 1.418 -4.260 2.027
C 0.095 -6.258 2.315
H -2.746 -3.837 4.058
H -1.420 -5.007 4.086
H -3.090 -5.566 3.810
H -4.242 -4.201 2.131
H -3.633 -5.216 0.803
H -3.313 -3.476 0.797
H 1.972 -4.250 2.971
H 1.329 -3.241 1.660
H 1.983 -4.842 1.293
H -0.915 -6.631 2.457
H 0.723 -6.589 3.144
H 0.493 -6.686 1.387
*
```

E_LUMO (alpha / beta)   0.48 / 0.47 eV
Orbital gap (alpha / beta)   6.59 / 7.47 eV
Relative energy (zero: lowest compared OMol25 entry of this formula, charge and spin)   45.07 kJ/mol
HOMO level (alpha / beta)   -6.12 / -6.99 eV

Entry from the OMol25 dataset: a structure of composition C59H92N5O3Ti (the ωB97M-V functional and the def2-TZVPD basis).

Geometry as ORCA input:
```
! wB97M-V def2-TZVPD RIJCOSX def2/J DEFGRID3
* xyz -1 1
Ti 1.387 1.213 1.295
C 1.894 -4.889 6.300
C 1.269 -3.487 6.303
C 2.101 -2.568 7.210
C -0.136 -3.594 6.896
C 1.254 -2.910 4.889
C 0.099 -2.572 4.212
C 0.116 -1.951 2.961
C -1.257 -1.749 2.340
N -1.373 -1.506 0.915
C -0.799 -2.590 0.139
C -0.847 -2.323 -1.358
N -0.277 -1.048 -1.728
C -1.043 -0.334 -2.720
C -2.397 0.175 -2.187
N -2.384 0.854 -0.906
C -3.055 0.249 0.225
C -2.759 -1.216 0.563
C -1.244 1.682 -0.592
C -1.589 2.952 0.154
C -2.828 3.553 -0.018
C -3.142 4.762 0.584
C -2.157 5.357 1.373
C -0.907 4.792 1.599
C -0.613 3.558 0.965
O 0.573 2.987 1.104
C 0.131 5.480 2.493
C 1.414 5.770 1.708
C 0.473 4.583 3.691
C -0.381 6.812 3.051
C -4.499 5.448 0.423
C -5.439 4.655 -0.484
C -5.172 5.592 1.796
C -4.308 6.843 -0.189
C 1.175 -1.171 -1.915
C 1.851 -0.024 -2.606
C 2.034 -0.123 -3.982
C 2.647 0.874 -4.714
C 3.094 1.979 -3.991
C 2.958 2.132 -2.618
C 2.298 1.101 -1.878
O 2.103 1.135 -0.578
C 3.464 3.413 -1.955
C 4.370 3.100 -0.759
C 4.279 4.293 -2.912
C 2.247 4.233 -1.514
C 2.855 0.815 -6.226
C 4.354 0.886 -6.550
C 2.142 2.000 -6.894
C 2.299 -0.474 -6.831
C 1.346 -1.580 2.393
O 1.412 -0.776 1.345
C 2.531 -2.174 2.931
C 2.453 -2.757 4.184
C 3.805 -2.324 2.080
C 3.413 -3.119 0.823
C 4.460 -1.010 1.644
C 4.878 -3.134 2.816
H 1.912 -5.303 7.312
H 2.918 -4.869 5.926
H 1.318 -5.562 5.661
H 2.139 -2.962 8.229
H 1.666 -1.567 7.241
H 3.124 -2.473 6.843
H -0.076 -3.982 7.915
H -0.765 -4.272 6.316
H -0.627 -2.619 6.934
H -0.872 -2.793 4.643
H -1.758 -0.926 2.841
H -1.840 -2.656 2.606
H -1.315 -3.551 0.341
H 0.238 -2.711 0.450
H -1.877 -2.370 -1.715
H -0.323 -3.154 -1.864
H -1.253 -0.930 -3.632
H -0.452 0.518 -3.052
H -3.107 -0.652 -2.115
H -2.799 0.838 -2.969
H -4.147 0.327 0.099
H -2.807 0.862 1.096
H -3.073 -1.844 -0.273
H -3.433 -1.500 1.389
H -0.741 1.961 -1.523
H -0.494 1.101 -0.047
H -3.538 3.034 -0.650
H -2.389 6.302 1.846
H 1.884 4.849 1.375
H 2.120 6.312 2.344
H 1.195 6.389 0.834
H 0.823 3.605 3.363
H -0.402 4.460 4.335
H 1.263 5.048 4.289
H -0.604 7.527 2.256
H 0.393 7.250 3.685
H -1.278 6.684 3.662
H -5.638 3.659 -0.082
H -5.022 4.538 -1.487
H -6.393 5.180 -0.573
H -5.343 4.609 2.242
H -6.138 6.097 1.700
H -4.554 6.170 2.484
H -3.834 6.767 -1.169
H -3.676 7.472 0.439
H -5.273 7.344 -0.308
H 1.384 -2.081 -2.507
H 1.608 -1.311 -0.925
H 1.668 -1.021 -4.467
H 3.586 2.767 -4.542
H 5.206 2.467 -1.072
H 3.846 2.589 0.042
H 4.784 4.031 -0.359
H 5.143 3.760 -3.319
H 4.650 5.157 -2.356
H 3.680 4.672 -3.743
H 1.647 3.684 -0.791
H 1.625 4.477 -2.380
H 2.571 5.169 -1.052
H 4.799 1.805 -6.166
H 4.516 0.855 -7.631
H 4.882 0.045 -6.095
H 2.521 2.952 -6.521
H 1.070 1.965 -6.688
H 2.289 1.977 -7.978
H 2.790 -1.355 -6.413
H 2.465 -0.475 -7.911
H 1.225 -0.567 -6.655
H 3.359 -3.138 4.635
H 2.668 -2.576 0.243
H 3.003 -4.096 1.096
H 4.290 -3.275 0.189
H 3.830 -0.440 0.968
H 5.396 -1.237 1.125
H 4.694 -0.376 2.500
H 4.518 -4.121 3.115
H 5.242 -2.611 3.704
H 5.728 -3.277 2.146
C -3.321 0.557 4.351
C -2.324 1.720 4.301
C -1.764 1.974 5.708
C -3.011 2.975 3.754
C -1.183 1.393 3.420
N -0.297 1.159 2.731
H -4.145 0.849 5.004
H -2.864 -0.349 4.753
H -3.729 0.339 3.364
H -2.588 2.223 6.379
H -1.056 2.801 5.703
H -1.258 1.086 6.089
H -3.838 3.239 4.417
H -3.403 2.805 2.751
H -2.319 3.815 3.694
C 3.734 1.755 5.134
C 2.434 1.267 4.505
C 2.388 1.440 3.023
N 3.148 1.848 2.147
H 3.739 1.588 6.214
H 3.877 2.820 4.945
H 4.586 1.231 4.699
H 1.570 1.789 4.932
H 2.269 0.204 4.712
*
```

E_LUMO   2.16 eV
Orbital gap   6.21 eV
HOMO level   -4.04 eV

- Number 1 is which compound?
  C59H89N6O3S3Ti

- Which formula does entry 2 have?
  C59H92N5O3Ti